# C17H33BO9S

A 2-piece molecular cluster, C17H33BO9S overall (wB97M-V/def2-TZVPD, OMol25).

Summary:
- Energy: -1767.7608 hartree
- HOMO energy: -9.2321 eV

```
! wB97M-V def2-TZVPD RIJCOSX def2/J DEFGRID3
* xyz 0 1
C -1.72 -1.59 2.28
C -1.07 -1.93 0.94
O 0.22 -2.51 1.18
C 0.92 -2.90 0.02
C 2.30 -2.23 -0.10
O 2.56 -1.43 -1.26
C 1.97 -0.18 -1.39
O 0.57 -0.21 -1.59
C 2.27 0.86 -0.30
C 1.58 0.78 1.07
C 0.66 1.96 1.41
C 0.94 2.60 2.79
C 1.64 3.94 2.68
O 0.67 4.96 2.36
C 0.93 5.67 1.23
C -0.18 5.65 0.22
O 1.97 6.27 1.08
O 2.05 2.12 -0.97
C 2.10 1.94 -2.32
O 1.75 2.82 -3.06
C 2.62 0.55 -2.59
B 2.51 -0.04 -4.06
C 2.32 0.89 -5.31
O 2.63 -1.39 -4.22
H -2.10 -0.56 2.24
H -0.98 -1.63 3.08
H -2.58 -2.22 2.49
H -0.98 -1.03 0.32
H -1.70 -2.64 0.40
H 1.08 -3.98 0.08
H 0.32 -2.73 -0.88
H 2.52 -1.67 0.82
H 3.04 -3.02 -0.16
H 0.36 -0.95 -2.17
H 3.35 0.78 -0.15
H 1.01 -0.15 1.13
H 2.37 0.68 1.82
H 0.73 2.74 0.65
H -0.37 1.60 1.43
H 0.00 2.75 3.33
H 1.55 1.94 3.41
H 2.38 3.90 1.88
H 2.15 4.21 3.61
H -0.51 6.67 0.02
H -1.01 5.04 0.56
H 0.21 5.19 -0.70
H 3.70 0.58 -2.37
H 2.61 0.36 -6.23
H 1.28 1.21 -5.41
H 2.95 1.78 -5.24
H 2.94 -1.61 -5.10
C -5.32 -5.69 1.15
S -4.89 -4.10 0.46
O -3.77 -3.56 1.28
C -6.38 -3.24 1.00
H -4.49 -6.37 0.96
H -5.48 -5.59 2.22
H -6.22 -6.07 0.66
H -6.46 -3.31 2.09
H -7.25 -3.69 0.52
H -6.28 -2.20 0.70
*
```